{"formula": "C30H42F5N2O8P2SeV", "method": "ωB97M-V/def2-TZVPD", "elements": ["V", "C", "C", "C", "O", "P", "O", "C", "P", "O", "O", "C", "C", "C", "O", "C", "C", "C", "O", "C", "C", "C", "H", "H", "H", "H", "H", "H", "H", "H", "H", "H", "H", "H", "H", "H", "H", "H", "H", "H", "H", "H", "H", "H", "H", "H", "H", "H", "H", "H", "H", "H", "C", "C", "N", "O", "C", "C", "N", "O", "H", "H", "H", "H", "H", "H", "H", "C", "C", "C", "C", "C", "C", "C", "H", "H", "H", "H", "H", "F", "C", "C", "F", "C", "F", "C", "Se", "C", "F", "C", "F"], "coordinates": [[-0.953983, -1.635980, 1.073680], [-0.789947, 6.310219, 0.938253], [-0.303843, 4.908583, 1.317391], [-1.179687, 4.309114, 2.408485], [-0.309367, 4.146155, 0.123177], [-0.138200, 2.511159, 0.028903], [-0.990874, 1.743212, 0.909028], [1.684507, 2.325254, 0.233748], [2.028101, 0.518099, 0.245309], [0.865460, -0.300107, 0.479458], [3.151898, 0.280670, 1.357614], [4.471101, 0.755712, 1.550926], [4.476644, 1.809386, 2.659872], [5.116567, 1.299234, 0.283622], [2.733591, 0.277287, -1.184947], [2.622062, -1.093048, -1.664113], [1.430830, -1.204966, -2.595568], [3.936139, -1.419366, -2.363282], [-0.462993, 2.323592, -1.498976], [0.081618, 3.134707, -2.536063], [-1.085292, 3.770283, -3.285779], [0.946363, 2.260832, -3.434059], [-0.762959, 6.962056, 1.807848], [-1.811345, 6.248688, 0.571479], [-0.159104, 6.729348, 0.157525], [0.734449, 4.979767, 1.686898], [-2.189181, 4.174046, 2.031231], [-1.192275, 4.974562, 3.269293], [-0.807583, 3.332099, 2.701138], [1.947818, 2.732647, 1.206830], [2.227018, 2.853794, -0.544829], [5.030131, -0.124887, 1.896010], [4.062691, 2.747563, 2.293933], [5.493090, 1.988383, 3.007624], [3.870189, 1.452391, 3.487116], [4.572754, 2.173737, -0.066164], [5.101653, 0.551084, -0.501652], [6.147687, 1.581033, 0.486543], [2.467156, -1.756112, -0.804014], [1.555985, -0.539670, -3.447655], [0.516475, -0.960223, -2.052973], [1.342237, -2.225378, -2.953148], [4.131334, -0.683344, -3.143159], [3.870608, -2.405137, -2.812277], [4.764363, -1.418890, -1.657272], [0.692035, 3.932002, -2.089586], [-1.784845, 2.995567, -3.587148], [-0.728335, 4.305505, -4.163691], [-1.601368, 4.462894, -2.625837], [0.335618, 1.461302, -3.844666], [1.745824, 1.812039, -2.849147], [1.374136, 2.852977, -4.241251], [-2.793963, -0.899780, 4.801477], [-1.871711, -1.249183, 3.663329], [-2.218833, -1.151114, 2.385880], [-3.503475, -0.590579, 2.168787], [-0.549733, -1.694091, 3.845761], [0.069063, -1.909350, 5.204728], [0.076145, -1.881283, 2.700009], [1.327515, -2.230695, 2.649054], [-3.774737, -0.653433, 4.403737], [-2.424286, -0.033540, 5.356345], [-2.903286, -1.733357, 5.500301], [-3.485309, -0.439005, 1.204635], [0.222228, -0.958313, 5.728396], [1.034318, -2.390450, 5.051771], [-0.559581, -2.546535, 5.834059], [-2.113750, -1.367159, -0.229065], [-3.317235, -1.117141, -0.866736], [-4.145303, -2.178947, -1.335666], [-5.415937, -1.951182, -1.792131], [-5.945324, -0.659775, -1.842491], [-5.139536, 0.407690, -1.447238], [-3.860855, 0.200363, -0.993409], [-3.746400, -3.183092, -1.281304], [-6.023784, -2.790519, -2.116705], [-6.962795, -0.487285, -2.180077], [-5.540310, 1.418947, -1.497493], [-3.240436, 1.034258, -0.681276], [-0.379673, -7.644841, -4.109039], [-0.301467, -6.817071, -3.013729], [0.087079, -7.319840, -1.756949], [0.303789, -8.666684, -1.630339], [0.251714, -6.475925, -0.687100], [0.643472, -7.020198, 0.495923], [0.043959, -5.077919, -0.764033], [0.466325, -3.855587, 0.606081], [-0.416125, -4.624426, -2.030778], [-0.708127, -3.303297, -2.143253], [-0.548117, -5.439254, -3.122984], [-0.912472, -4.940284, -4.344154]], "forces_ev_per_a": [[1.0, 0.0, -3.8], [0.3, -0.4, 0.0], [-0.1, 0.5, 0.5], [0.3, -0.1, -0.2], [0.1, -0.8, -0.5], [0.1, 1.4, -0.1], [-0.1, 0.1, 0.4], [-0.8, -0.9, -0.1], [1.7, 0.6, 0.0], [-1.0, -0.5, 0.2], [-0.8, 0.0, -0.4], [0.5, 0.3, 0.1], [-0.1, -0.4, -0.2], [-0.1, -0.3, 0.1], [-0.4, 0.5, 0.9], [0.1, -0.7, -0.5], [0.1, 0.1, 0.4], [-0.3, 0.2, 0.3], [0.1, -0.3, 0.1], [0.2, 0.4, -0.6], [0.2, -0.1, 0.4], [-0.2, 0.2, 0.4], [0.0, 0.1, 0.1], [-0.1, 0.0, 0.0], [0.0, 0.1, -0.1], [-0.1, 0.0, -0.1], [-0.2, 0.0, 0.0], [0.0, 0.1, 0.1], [-0.1, -0.1, 0.1], [0.0, 0.0, 0.1], [0.0, 0.0, -0.1], [-0.1, 0.2, -0.1], [0.0, 0.1, 0.0], [0.1, 0.0, 0.0], [0.0, 0.0, 0.1], [0.0, 0.1, -0.1], [0.0, 0.0, -0.1], [0.1, 0.1, 0.1], [0.0, 0.0, -0.1], [0.0, 0.1, -0.1], [-0.1, 0.0, -0.1], [0.0, -0.1, 0.0], [0.0, 0.0, -0.1], [0.0, -0.1, -0.1], [0.1, 0.0, 0.0], [-0.1, -0.1, -0.1], [-0.1, -0.1, -0.1], [0.0, 0.0, -0.1], [-0.1, 0.1, 0.0], [0.0, -0.1, -0.1], [0.1, -0.1, 0.0], [0.0, 0.0, -0.1], [0.1, 0.0, -0.4], [-0.5, 0.1, 1.1], [-0.7, 0.5, 0.2], [0.2, -0.1, 0.3], [-0.5, 0.2, 0.9], [0.0, 0.1, -0.5], [-0.1, 0.1, 1.4], [1.3, -0.3, 0.2], [-0.1, 0.0, 0.1], [0.0, 0.1, 0.2], [0.0, 0.0, 0.1], [0.1, -0.2, 0.4], [0.0, 0.0, 0.1], [0.1, 0.0, 0.0], [0.0, 0.0, 0.0], [0.8, -0.1, 0.6], [-1.0, 0.2, -0.5], [0.3, 0.1, 0.0], [-0.3, 0.0, -0.2], [-0.3, 0.2, -0.1], [-0.5, 0.0, -0.2], [0.4, -0.1, 0.1], [0.0, -0.1, 0.0], [0.0, 0.0, 0.0], [0.0, 0.0, 0.0], [0.1, 0.0, 0.0], [0.0, 0.0, 0.0], [0.0, 0.6, 0.8], [0.2, 0.0, 0.4], [-0.3, -0.6, -1.3], [-0.1, 0.7, -0.1], [0.1, 1.0, 0.9], [-0.2, 0.1, -0.6], [-0.5, -0.4, -1.4], [0.4, -0.3, 0.7], [0.1, 0.8, 1.3], [0.2, -1.2, -0.5], [-0.2, -0.8, -1.1], [0.2, -0.3, 0.7]], "lowdin_charge": [0.57, -0.05, -0.48, -0.05, -0.21, 0.50, -0.20, -0.18, 0.52, -0.25, -0.15, -0.44, -0.05, -0.05, -0.22, -0.43, -0.04, -0.04, -0.15, -0.46, -0.04, -0.04, 0.07, 0.08, 0.07, 0.13, 0.09, 0.08, 0.07, 0.06, 0.07, 0.15, 0.07, 0.08, 0.09, 0.07, 0.06, 0.08, 0.12, 0.07, 0.08, 0.08, 0.08, 0.08, 0.07, 0.13, 0.09, 0.07, 0.07, 0.09, 0.06, 0.08, -0.06, -0.33, -0.17, -0.07, -0.33, -0.06, -0.36, -0.35, 0.05, 0.06, 0.06, 0.04, 0.06, 0.05, 0.06, -0.20, -0.38, -0.07, -0.15, -0.17, -0.15, -0.09, 0.10, 0.08, 0.06, 0.08, 0.09, 0.04, -0.13, -0.15, 0.05, -0.26, 0.04, -0.51, 0.82, -0.25, 0.03, -0.15, 0.06], "total_charge": -2, "homo_energy_ha": [0.0439, 0.0376], "orbital_gap_ev": [2.4649, 2.6368], "e_lumo_ev": [3.66, 3.66]}

---

{"formula": "C4H9NO2", "method": "ωB97M-V/def2-TZVPD", "elements": ["C", "O", "C", "C", "N", "C", "O", "H", "H", "H", "H", "H", "H", "H", "H", "H"], "coordinates": [[-0.553371, -1.175441, -2.315512], [0.330037, -0.232806, -1.743068], [-0.288877, 0.615433, -0.834927], [0.465389, 1.421129, 2.419825], [0.763817, 0.183098, 2.017050], [0.235240, -0.590843, 1.081276], [-0.769025, -0.066519, 0.315109], [-1.050477, -1.778771, -1.546644], [-1.321959, -0.679129, -2.926472], [0.046842, -1.825920, -2.955021], [-1.177719, 1.096560, -1.267192], [0.460912, 1.361583, -0.551885], [-0.391038, 1.914928, 1.987204], [0.982726, 1.802417, 3.285851], [1.529928, -0.259591, 2.513627], [0.727764, -1.509511, 0.796951]], "forces_ev_per_a": [[-0.2, -0.2, -0.2], [0.0, 0.0, 0.0], [0.0, 0.3, -0.1], [-0.1, 0.1, 0.0], [0.0, -0.2, -0.1], [0.2, 0.1, 0.0], [0.0, -0.1, 0.1], [0.1, 0.1, -0.1], [0.1, 0.0, 0.1], [-0.1, 0.1, 0.1], [0.1, -0.1, 0.0], [-0.1, -0.1, 0.0], [0.1, -0.1, 0.0], [0.0, -0.1, -0.1], [-0.1, 0.0, -0.1], [-0.1, 0.1, 0.1]], "lowdin_charge": [-0.10, -0.15, -0.26, -0.05, -0.07, -0.22, -0.08, 0.09, 0.09, 0.09, 0.14, 0.14, 0.05, 0.04, 0.16, 0.12], "relative_energy_kj_mol": 407.3, "homo_energy_ha": -0.2435, "orbital_gap_ev": 7.5555, "e_lumo_ev": 0.93}

---

Question: Which formula does entry 1 have?
Answer: C30H42F5N2O8P2SeV